A molecular structure, C30H24ClF6NO8PS2Sn in a non-equilibrium geometry. Source: OMol25; level of theory: ωB97M-V/def2-TZVPD.

2S+1: 1
Charge: +1
E_LUMO in eV: -3.095
Energy above the lowest of the compared OMol25 structures with the same formula, charge and spin in kJ/mol: 0.0
Max |F| in eV/A: 1.52

Each line ends with the Mulliken charge.
Positions of all 74 atoms, in Å:
Sn  -0.350  1.079  -1.340  1.832
C  1.001  -0.047  -5.742  -1.736
C  0.140  0.501  -4.638  1.112
O  0.612  0.440  -3.478  -0.671
C  -1.148  1.041  -4.971  0.416
C  -1.471  1.336  -6.317  -0.748
C  -2.685  1.862  -6.669  -0.853
C  -3.656  2.076  -5.688  -0.504
C  -3.396  1.767  -4.380  -0.503
C  -2.141  1.276  -3.974  0.436
O  -1.997  0.996  -2.697  -0.640
H  1.830  -0.602  -5.308  0.331
H  1.411  0.776  -6.325  0.420
H  0.430  -0.689  -6.407  0.440
H  -0.736  1.163  -7.088  0.396
H  -2.890  2.117  -7.697  0.408
H  -4.611  2.495  -5.960  0.421
H  -4.136  1.919  -3.609  0.443
Cl  -1.441  -1.467  -0.431  0.211
C  -1.074  -3.015  0.279  0.461
C  -1.811  -4.138  -0.073  -0.775
C  -1.563  -5.355  0.543  -0.582
C  -0.575  -5.466  1.508  -0.821
C  0.170  -4.354  1.858  -0.664
C  -0.063  -3.125  1.240  -0.073
P  0.889  -1.686  1.778  1.638
C  2.354  -2.216  2.694  0.068
C  3.287  -3.019  2.036  -0.285
C  4.453  -3.379  2.685  -0.899
C  4.689  -2.944  3.981  -0.504
C  3.747  -2.174  4.643  -0.770
C  2.575  -1.805  4.003  -0.298
C  -0.144  -0.521  2.683  0.676
C  0.384  0.660  3.208  -0.002
C  -0.394  1.427  4.057  -0.973
C  -1.685  1.032  4.375  -0.480
C  -2.217  -0.123  3.825  -0.885
C  -1.450  -0.907  2.985  -0.663
H  -2.583  -4.053  -0.821  0.538
H  -2.155  -6.216  0.275  0.419
H  -0.383  -6.415  1.983  0.455
H  0.938  -4.433  2.614  0.463
H  3.099  -3.361  1.026  0.522
H  5.182  -3.997  2.183  0.434
H  5.608  -3.216  4.476  0.435
H  3.919  -1.854  5.658  0.450
H  1.837  -1.196  4.502  0.453
H  1.398  0.955  2.976  0.571
H  0.004  2.336  4.477  0.450
H  -2.283  1.636  5.036  0.401
H  -3.230  -0.413  4.058  0.451
H  -1.860  -1.813  2.561  0.432
F  2.005  3.694  0.889  -0.168
C  1.383  4.841  0.593  0.562
F  1.343  5.582  1.686  -0.206
F  2.106  5.471  -0.324  -0.196
S  -0.315  4.381  -0.034  0.995
O  0.011  3.389  -1.046  -0.841
O  -1.000  5.531  -0.481  -0.563
N  -0.880  3.730  1.273  -0.320
S  -2.078  2.739  1.240  0.887
O  -2.722  2.619  2.496  -0.610
O  -1.685  1.463  0.650  -0.228
C  -3.346  3.406  0.047  0.469
F  -2.833  3.478  -1.179  -0.139
F  -3.767  4.604  0.410  -0.192
F  -4.390  2.585  0.001  -0.213
C  3.228  -0.275  -0.975  -0.751
C  2.582  -0.330  0.358  0.613
O  2.910  0.194  1.377  -0.478
O  1.469  -1.156  0.351  -0.102
H  4.012  0.477  -0.971  0.381
H  2.480  -0.064  -1.747  -0.076
H  3.660  -1.250  -1.206  0.318